Entry 1:
This record from the Open Molecules 2025 dataset describes a structure of composition C55H61CrN5O6PSSb. The level of theory is ωB97M-V with the def2-TZVPD basis set.

Structure (ORCA input):
```
! wB97M-V def2-TZVPD RIJCOSX def2/J DEFGRID3
* xyz -1 4
Cr -0.43991 -1.51431 -1.20637
N 8.32063 -1.73384 -0.79307
C 6.94125 -1.92105 -0.70096
C 6.40453 -2.68501 0.33799
C 5.03987 -2.87528 0.42568
C 4.19491 -2.29016 -0.50615
C 4.71066 -1.50071 -1.51725
C 6.07924 -1.31278 -1.61264
S 2.47515 -2.76299 -0.39884
O 2.45252 -4.11708 -0.87342
O 2.03666 -2.48100 0.93765
N 1.64242 -1.75045 -1.37864
C 1.49817 -2.06562 -2.68374
N 2.47201 -2.48594 -3.48393
C 2.20486 -2.50234 -4.78453
C 0.98739 -2.08750 -5.30537
C -0.00175 -1.75718 -4.39801
N 0.22420 -1.79103 -3.09147
H 8.87144 -2.45050 -0.35047
H 8.65779 -1.48249 -1.70721
H 7.07245 -3.13094 1.06568
H 4.59953 -3.48032 1.20819
H 4.04466 -1.06185 -2.24477
H 6.49584 -0.70022 -2.40394
H 3.02225 -2.82953 -5.41717
H 0.81892 -2.02676 -6.36956
H -0.99432 -1.45683 -4.71347
C -2.08661 -4.02235 -3.38688
C -3.02430 -3.78441 -2.20805
C -4.45322 -4.14205 -2.61743
P -2.74323 -2.10206 -1.43903
C -4.12934 -2.11591 -0.18451
C -4.13744 -0.80873 0.60134
C -3.99362 -3.30542 0.77123
C -3.14087 -0.76882 -2.59137
C -4.30029 -0.73919 -3.36662
C -4.59309 0.30678 -4.22368
C -5.83806 0.30343 -5.07199
C -3.67878 1.36144 -4.27734
C -2.53610 1.36936 -3.51197
C -2.20809 0.30873 -2.62907
N -1.06741 0.32791 -1.86222
C -0.55268 1.62597 -1.57486
C 0.74139 2.04083 -1.94198
C 1.71721 1.13890 -2.63513
C 1.16759 3.33450 -1.65417
C 0.35146 4.27161 -1.04872
C 0.83037 5.66125 -0.72719
C -0.92729 3.86730 -0.69667
C -1.36890 2.57273 -0.91157
C -2.71090 2.17891 -0.37008
H -2.20167 -5.04220 -3.76049
H -1.05230 -3.89245 -3.07949
H -2.31123 -3.33015 -4.20228
H -2.70826 -4.44997 -1.39712
H -4.74673 -3.58821 -3.50929
H -5.18025 -3.94938 -1.83015
H -4.49887 -5.20676 -2.85509
H -5.07075 -2.18129 -0.73887
H -3.16099 -0.64057 1.05778
H -4.88190 -0.85305 1.39931
H -4.38523 0.02751 -0.04972
H -2.97434 -3.40299 1.14421
H -4.27578 -4.24870 0.30321
H -4.64086 -3.15177 1.63690
H -5.00716 -1.55561 -3.28186
H -6.45496 -0.56497 -4.84222
H -5.58111 0.27038 -6.13345
H -6.43381 1.20232 -4.90103
H -3.88507 2.20236 -4.93161
H -1.85471 2.20740 -3.57938
H 1.26706 0.65018 -3.50158
H 2.04858 0.36532 -1.94716
H 2.58565 1.70989 -2.96382
H 2.17795 3.61489 -1.93722
H 1.82291 5.83763 -1.14088
H 0.87814 5.79623 0.35637
H 0.14230 6.40765 -1.12832
H -1.59706 4.56550 -0.20714
H -3.00258 2.84345 0.44339
H -2.62394 1.16711 0.01355
H -3.48548 2.19548 -1.14073
O -0.66910 -4.78458 1.10086
C -0.51853 -3.68737 0.60875
O -0.33433 -3.40269 -0.63489
C -0.65743 -2.38559 1.46803
O -0.81239 -2.42505 2.66741
O -0.70179 -1.30620 0.73228
C 1.03952 2.51081 5.13798
C 1.79135 3.21192 4.04091
C 2.50942 4.35895 4.37866
C 3.21654 5.08451 3.43217
C 3.20179 4.67171 2.11244
C 2.49694 3.52727 1.76854
C 1.79149 2.77129 2.70474
Sb 0.70394 0.99867 1.87755
C 1.68740 -0.22515 3.39671
C 1.04305 -0.86102 4.44917
C 1.71539 -1.76201 5.26139
C 3.05324 -2.02868 5.02747
C 3.71563 -1.35986 4.01013
C 3.05252 -0.45541 3.18679
C 3.82631 0.26305 2.11456
C -1.12511 2.02019 2.65554
C -1.11134 3.38407 2.35475
C -2.19034 4.20795 2.62527
C -3.34787 3.66325 3.16186
C -3.38208 2.31270 3.45397
C -2.28045 1.48309 3.23048
C -2.37180 0.05592 3.68748
H 1.07981 3.08892 6.06205
H 1.46620 1.52858 5.32458
H -0.00399 2.37141 4.85833
H 2.51493 4.68839 5.41208
H 3.76859 5.96818 3.72913
H 3.73731 5.23379 1.35586
H 2.48329 3.20844 0.73040
H -0.00207 -0.67037 4.63687
H 1.18859 -2.25763 6.06725
H 3.58374 -2.75001 5.63716
H 4.77141 -1.54929 3.84444
H 4.85678 -0.08754 2.07725
H 3.83192 1.33752 2.29607
H 3.37340 0.08317 1.13706
H -0.21812 3.81833 1.92748
H -2.13185 5.26861 2.41002
H -4.21281 4.28539 3.35924
H -4.27966 1.87874 3.88277
H -3.36664 -0.34886 3.49624
H -2.20680 0.00900 4.76806
H -1.63277 -0.57875 3.20457
*
```

* ΔE to the lowest compared entry with this formula, charge and spin: 16.7 kcal per mole
* Kohn-Sham gap (spin up / spin down): 0.254 / 0.256 hartree
* ⟨S²⟩: 3.7831
* HOMO (spin up / spin down): -0.173 / -0.179 Eh



Entry 2:
This record from the Open Molecules 2025 dataset describes a cluster of 2 separate species, F2HPS in total. The level of theory is ωB97M-V with the def2-TZVPD basis set.

Structure (ORCA input):
```
! wB97M-V def2-TZVPD RIJCOSX def2/J DEFGRID3
* xyz 0 1
F 2.66451 -1.81400 0.14463
F 0.66064 -0.10521 0.49474
P 3.04023 -0.45082 -0.72396
S 3.51869 1.03857 0.38788
H 0.60806 0.34430 1.26104
*
```

* ΔE to the lowest compared entry with this formula, charge and spin: 30.9 kcal per mole
* SMILES string: FP=S.F
* Kohn-Sham gap: 0.323 hartree
* HOMO: -0.367 Eh



Entry 3:
This record from the Open Molecules 2025 dataset describes a cluster of 2 separate species, C5H14NO2 in total. The level of theory is ωB97M-V with the def2-TZVPD basis set.

Structure (ORCA input):
```
! wB97M-V def2-TZVPD RIJCOSX def2/J DEFGRID3
* xyz 1 1
C 2.15465 -1.02958 -0.65717
O 2.19737 -0.91104 -2.05153
C 0.71132 -0.82935 -0.07828
C 0.86872 0.01492 1.31685
C -0.42739 0.78925 1.35799
C -0.46359 2.09542 1.57734
N -0.32500 -0.27953 -1.05009
H 2.60331 -1.97944 -0.32450
H 2.73296 -0.18834 -0.29376
H 2.57268 -1.48290 -2.71121
H 0.49750 -1.93792 0.20264
H 1.79641 0.68184 1.36853
H 0.95522 -0.60262 2.23448
H -1.42594 0.20903 1.14663
H 0.31499 2.86546 1.97552
H -1.37102 2.55632 1.67151
H -0.76697 -1.12560 -1.55409
H -1.19714 0.34703 -0.65535
H 0.15821 0.24550 -1.79074
H -3.92360 0.13117 0.25848
H -4.10824 -0.00273 -1.30409
O -3.55445 0.43309 -0.63918
*
```

* ΔE to the lowest compared entry with this formula, charge and spin: 84.8 kcal per mole
* Kohn-Sham gap: 0.384 hartree
* HOMO: -0.503 Eh



no.,DFT total energy (eV)
1,-132849.8108
2,-25575.9190
3,-10988.1263